An isolated molecule of C14H18N4O3 in a non-equilibrium geometry. Source: the Open Molecules 2025 dataset; level of theory: the ωB97M-V functional and the def2-TZVPD basis.

Calculated values
- HOMO energy (eV) = -8.672
- SMILES = C[C@H](CN)O[C@@H](Cc1cn(-c2ccccn2)cn1)C(=O)O
- LUMO energy (eV) = 0.4

Geometry as ORCA input:
```
! RIJCOSX wB97M-V def2-TZVPD def2/J DEFGRID3
* xyz 0 1
C -3.06754 0.50756 -1.26157
C -2.08575 1.63251 -1.52454
C -2.85932 2.87559 -2.09582
N -3.51211 2.71217 -3.40491
O -1.23959 1.06178 -2.52143
C 0.08167 0.79933 -2.20109
C 0.26640 -0.62606 -1.60047
C 0.44346 -0.65867 -0.05821
C 1.37478 -1.42651 0.66046
N 1.05375 -1.12334 1.97790
C 1.82480 -1.54697 3.03609
C 1.57157 -1.27334 4.45042
C 2.26501 -2.01748 5.41166
C 3.36931 -2.82700 5.03230
C 3.60431 -2.98608 3.63414
N 2.83349 -2.36083 2.75884
C 0.15784 -0.08429 1.93992
N -0.26812 0.17674 0.78117
C 0.96229 0.94000 -3.51746
O 2.04247 1.57702 -3.42266
O 0.29428 0.53894 -4.70520
H -3.43001 -0.07263 -2.06663
H -3.92936 1.01550 -0.78264
H -2.68457 -0.16885 -0.50529
H -1.59341 1.91110 -0.60827
H -2.23844 3.76062 -2.26152
H -3.65306 3.14129 -1.39739
H -3.00633 2.02516 -3.94094
H -3.60742 3.55785 -3.97987
H 0.52064 1.50811 -1.47231
H -0.63254 -1.18399 -1.96316
H 1.07767 -1.11810 -2.12103
H 2.02631 -2.11261 0.17467
H 0.78673 -0.62820 4.73355
H 1.97085 -1.82270 6.45725
H 4.16033 -3.33286 5.63699
H 4.38060 -3.67917 3.32393
H -0.11863 0.50911 2.79607
H 0.85766 0.79927 -5.39296
*
```

Atomic partial charges in e from the natural (NBO) method, atoms 1 to 8:
1. C -0.63
2. C 0.09
3. C -0.23
4. N -0.86
5. O -0.54
6. C 0.03
7. C -0.46
8. C 0.11

=====

An isolated molecule of C14H18N4O3S2. Source: the Open Molecules 2025 dataset; level of theory: the ωB97M-V functional and the def2-TZVPD basis.

Calculated values
- HOMO energy (eV) = -8.582
- SMILES = O=C(NCc1cccs1)[C@@H]1CCCN(S(=O)(=O)c2cnc[nH]2)C1
- LUMO energy (eV) = 0.4

Geometry as ORCA input:
```
! RIJCOSX wB97M-V def2-TZVPD def2/J DEFGRID3
* xyz 0 1
O -2.90321 -2.58806 -0.74020
C -1.83135 -2.04371 -0.91636
N -1.71842 -0.81120 -1.44738
C -2.86090 0.08338 -1.53018
C -2.61910 1.26523 -0.65233
C -2.32842 2.54325 -1.01388
C -2.05376 3.38262 0.08932
C -2.12485 2.72651 1.27258
S -2.53251 1.07266 1.06893
C -0.52497 -2.77364 -0.56413
C -0.68450 -3.35957 0.84729
C -0.75866 -2.23358 1.87875
C 0.45282 -1.30910 1.75966
N 0.55543 -0.84464 0.39827
S 1.13434 0.64592 0.05594
O 0.75110 0.93739 -1.30380
O 0.75040 1.53804 1.10036
C 2.90058 0.49396 0.00147
C 3.88048 0.11991 0.88347
N 5.07873 0.10253 0.25330
C 4.84679 0.45418 -0.98269
N 3.53487 0.69685 -1.19225
C 0.72482 -1.89369 -0.57772
H -0.82915 -0.33420 -1.49155
H -2.99672 0.41464 -2.56489
H -3.73751 -0.49046 -1.21414
H -2.31289 2.87780 -2.03593
H -1.80826 4.42552 -0.00058
H -1.95257 3.10575 2.25947
H -0.40678 -3.59082 -1.28348
H 0.16217 -4.01414 1.06730
H -1.60076 -3.94886 0.88271
H -1.66584 -1.65250 1.71012
H -0.79840 -2.64821 2.88639
H 1.36985 -1.84595 2.04743
H 0.34043 -0.42581 2.38803
H 3.79136 -0.12278 1.92226
H 5.59708 0.53931 -1.74235
H 3.05439 0.99825 -2.02627
H 1.60364 -2.50916 -0.32764
H 0.89833 -1.43491 -1.55214
*
```

Atomic partial charges in e from the natural (NBO) method, atoms 1 to 8:
1. O -0.64
2. C 0.68
3. N -0.63
4. C -0.26
5. C -0.21
6. C -0.24
7. C -0.26
8. C -0.39

=====

A structure of composition C14H19BrOV in a non-equilibrium geometry. Source: the Open Molecules 2025 dataset; level of theory: the ωB97M-V functional and the def2-TZVPD basis.

Calculated values
- HOMO energy (alpha / beta) (eV) = -7.756 / -7.829
- LUMO energy (alpha / beta) (eV) = -0.9 / 0.0
- expectation value of S² = 0.800

Geometry as ORCA input:
```
! RIJCOSX wB97M-V def2-TZVPD def2/J DEFGRID3
* xyz 0 2
C -0.82773 1.24731 -1.69491
C -0.86887 2.07470 -0.54045
C 0.49267 2.27209 -0.09424
H -1.75886 2.50421 -0.09657
C 1.35161 1.54029 -0.98970
C 0.53453 0.93352 -1.98338
H 0.90221 0.42502 -2.87497
H -1.69391 1.00834 -2.31103
H 0.80908 2.90830 0.72621
H 2.43748 1.60127 -1.00625
V -0.07598 0.13098 0.36909
Br -1.37107 0.95348 2.30640
C -0.13633 -2.15860 0.73813
C 0.32093 -2.12033 -0.62895
C -0.72949 -1.59977 -1.42374
H 1.24168 -2.57226 -0.98825
C -1.82180 -1.25521 -0.56708
C -1.48264 -1.64784 0.76354
H -2.13761 -1.62945 1.62405
H 0.37506 -2.62471 1.57402
H -0.73647 -1.56496 -2.51220
H -2.79469 -0.86992 -0.86887
C 1.41686 -0.68695 3.91340
C 2.00878 0.14758 2.78622
C 2.10256 1.58768 3.27160
C 3.39213 -0.37099 2.45540
O 1.31072 0.02101 1.56809
H 2.10981 -0.69240 4.76772
H 1.28073 -1.72605 3.59696
H 0.45262 -0.29421 4.27594
H 2.80245 1.64732 4.11746
H 2.48999 2.23542 2.47839
H 1.13472 1.98465 3.62100
H 3.27130 -1.39689 2.08945
H 3.77446 0.23796 1.62877
H 4.07174 -0.34392 3.29810
*
```

Atomic partial charges in e from the natural (NBO) method, atoms 1 to 8:
1. C -0.27
2. C -0.28
3. C -0.30
4. H 0.27
5. C -0.26
6. C -0.22
7. H 0.24
8. H 0.24

=====

A structure of composition C14H19CaF6N2O17S2 in a non-equilibrium geometry. Source: the Open Molecules 2025 dataset; level of theory: the ωB97M-V functional and the def2-TZVPD basis.

Calculated values
- HOMO energy (eV) = -4.442
- LUMO energy (eV) = 1.9

Geometry as ORCA input:
```
! RIJCOSX wB97M-V def2-TZVPD def2/J DEFGRID3
* xyz -1 1
Ca 22.79425 11.75595 -8.64121
C 20.03074 10.65951 -6.89219
F 19.59676 10.79543 -8.12879
F 19.10365 10.10622 -6.12183
F 21.11854 9.88555 -6.89470
S 20.41652 12.32729 -6.13877
O 19.38806 13.17143 -6.67025
O 20.40782 12.08244 -4.72532
N 21.94326 12.66210 -6.73965
S 22.41877 14.03493 -6.01290
O 23.32793 14.75296 -6.85356
O 21.40969 14.81462 -5.37294
C 23.53022 13.34578 -4.64411
F 22.94500 13.58273 -3.45772
F 23.71183 12.03236 -4.73835
F 24.70682 13.96755 -4.62866
O 22.26722 9.83427 -9.67916
H 21.89695 9.11387 -9.16188
N 23.77956 12.08048 -11.90405
O 23.60024 12.35508 -10.66259
O 22.95977 11.41614 -12.50321
O 24.82318 12.50233 -12.43908
C 17.44851 15.71137 -9.35181
C 18.88477 15.71274 -9.84629
C 19.93625 16.02855 -8.75190
O 20.73671 14.87099 -8.72997
C 20.36697 14.01460 -9.69575
O 20.89947 12.98144 -9.89522
O 19.25679 14.43891 -10.33561
H 17.38510 15.07980 -8.46312
H 16.83794 15.36772 -10.18648
H 17.09767 16.69377 -9.03266
H 19.01228 16.47517 -10.62258
H 19.43546 16.10874 -7.78718
H 20.46985 16.94325 -8.99299
C 26.50996 8.47856 -3.96620
C 25.23953 8.17320 -4.71326
C 23.97119 8.74872 -4.09914
O 23.17829 9.00036 -5.26700
C 24.03618 9.41834 -6.22452
O 23.81359 10.16554 -7.10116
O 25.28568 8.94461 -5.94693
H 26.56994 7.78904 -3.11402
H 26.52627 9.47331 -3.52393
H 27.38151 8.31796 -4.59534
H 25.16933 7.13185 -5.02823
H 24.13526 9.70545 -3.60347
H 23.46799 8.05540 -3.43099
C 28.80699 12.95194 -5.31913
C 28.36110 12.71806 -6.74488
C 28.04407 11.22758 -7.01007
O 26.94090 11.27502 -7.87058
C 26.24719 12.42826 -7.57517
O 25.12023 12.57551 -7.86945
O 27.02826 13.27067 -6.90316
H 29.68308 12.33022 -5.11765
H 28.00817 12.54904 -4.69030
H 28.95673 13.98364 -5.01665
H 28.98874 13.14771 -7.52357
H 27.85285 10.71555 -6.06364
H 28.93870 10.80177 -7.47079
*
```

Atomic partial charges in e from the natural (NBO) method, atoms 1 to 8:
1. Ca 1.80
2. C 0.75
3. F -0.29
4. F -0.31
5. F -0.31
6. S 2.19
7. O -0.93
8. O -0.93